(1)
The following is a quantum chemistry calculation of a cluster of 15 separate species, C33H54N17 in total, from the Open Molecules 2025 dataset.

XYZ file:
```
104
Properties=species:S:1:pos:R:3:forces:R:3
N -3.47002 5.28668 -7.08503 0.024 -0.044 0.133
N -0.65915 1.26526 -4.82273 0.016 0.073 0.014
N -3.67420 3.33925 3.33891 0.054 0.054 -0.117
N 2.91425 -0.70227 -4.70568 -0.040 0.051 0.131
N 2.91715 0.53317 2.58325 0.126 0.330 -0.543
N 1.16209 -3.36445 3.27386 0.036 -0.061 -0.027
N 1.39602 0.56142 7.95896 -0.032 0.064 -0.115
N -7.57455 0.29448 0.38645 -0.042 0.016 -0.045
N 1.98578 -4.83880 -4.95397 -0.079 0.067 -0.035
N -0.49252 -0.38092 0.07241 0.037 0.087 -0.097
N 3.53395 -3.86455 -0.34952 0.072 -0.172 -0.199
N 0.85849 4.78887 1.44074 0.377 -0.578 -0.663
N 3.84803 -8.91924 -3.16885 0.091 0.001 0.005
N 0.58540 5.11447 -0.88384 -0.402 0.390 -0.024
N 0.03150 3.07338 0.15909 -0.197 0.280 -0.036
N -0.12274 -5.62949 -1.18995 -0.058 0.013 0.083
N -1.64570 -1.05246 5.90243 0.012 -0.078 -0.051
C 1.48409 3.50467 1.91542 -0.586 0.266 -0.499
C 1.73442 -1.24687 4.67022 -0.078 0.317 0.484
C -0.87267 -3.86050 0.56168 -0.162 0.136 0.292
C -4.45963 4.71800 -6.96323 0.003 0.018 -0.116
C -1.80916 0.04895 5.62768 0.067 -0.007 0.057
C 2.09638 -0.19400 8.46288 -0.031 -0.001 -0.003
C 0.46576 4.33390 0.15341 -0.168 -0.420 0.488
C -0.32397 -0.97772 -2.45392 0.043 -0.218 -0.333
C 2.40754 -1.42732 0.95254 -0.113 -0.227 -0.315
C 1.42242 -2.43378 3.89300 -0.105 0.024 0.214
C -0.44966 -4.86800 -0.39627 0.017 0.089 -0.108
C -0.99860 3.77324 -5.42262 0.018 0.285 -0.048
C 2.69786 -0.33120 1.85789 0.287 0.006 -0.328
C 5.00059 -5.84856 0.47565 0.198 -0.193 0.100
C 2.93991 -4.49782 -4.41544 0.003 -0.037 0.010
C 2.26258 -0.83496 -5.64082 0.051 -0.147 0.014
C -2.41540 3.61124 -0.12254 -0.155 0.107 -0.182
C 0.49069 2.43389 1.40759 0.610 0.998 0.537
C -6.64637 0.58822 0.99220 0.027 -0.034 -0.033
C -0.79413 2.37470 -5.08291 -0.058 -0.011 -0.053
C -5.46035 0.96349 1.74570 0.214 0.073 0.164
C 2.98086 -1.15602 9.10104 0.169 -0.178 0.135
C -2.00068 1.44844 5.28435 -0.071 0.216 0.058
C 4.14547 -4.06677 -3.72933 0.368 0.201 0.103
C -5.71361 3.99150 -6.83784 -0.257 -0.112 0.033
C 2.39351 -7.20282 -1.86023 -0.095 0.027 0.073
C 3.20677 -8.16253 -2.59198 -0.024 -0.007 -0.005
C -3.80310 5.93159 3.15138 -0.052 0.274 0.029
C 4.18813 -4.73620 0.00908 0.023 -0.056 0.150
C 1.45300 -1.04102 -6.82840 -0.265 0.003 -0.376
C -3.73551 4.48262 3.25928 0.003 0.048 0.038
C -1.25934 2.68016 -0.45043 0.144 -0.035 -0.142
C -0.40359 -0.63859 -1.04472 -0.148 0.045 -0.043
H 3.02229 -6.46190 -1.37408 -0.011 0.040 -0.079
H -0.33841 2.33397 2.10518 -0.146 -0.420 0.005
H -4.83833 6.26728 3.16492 -0.033 -0.069 0.007
H 3.99181 -0.75913 9.17183 -0.018 0.069 -0.031
H 1.74237 -1.95237 -7.34854 0.103 -0.055 0.138
H -1.52514 1.67661 4.33183 -0.037 -0.079 -0.016
H -0.63314 -0.15109 -3.09689 0.079 -0.014 0.208
H 2.15773 -1.04061 -0.03262 0.074 0.118 -0.019
H 4.96141 -6.67860 -0.22868 -0.030 0.035 -0.048
H 2.53427 -1.44920 5.38024 0.029 -0.121 -0.013
H -1.15745 2.53871 -1.52368 0.185 0.007 -0.120
H -0.97172 -1.82711 -2.67064 -0.010 -0.050 0.113
H -5.57308 3.07590 -6.26607 0.072 0.010 0.006
H -1.95414 -3.88714 0.68908 -0.018 -0.072 -0.065
H 4.64170 -6.20127 1.44102 -0.074 0.056 -0.002
H 2.63265 -1.38661 10.10590 -0.065 0.045 -0.002
H -0.41336 -4.01766 1.53688 0.090 -0.088 -0.052
H -2.17913 4.67309 -0.18752 0.145 0.082 -0.041
H 1.04069 1.52473 1.22087 -0.469 -0.366 -0.075
H 1.63920 3.56617 2.98095 0.139 -0.290 0.148
H -3.06029 1.68341 5.20119 0.055 -0.071 -0.030
H -4.55985 0.80263 1.15438 -0.040 -0.053 -0.064
H -3.19824 3.43229 -0.85532 -0.151 -0.018 -0.036
H -0.59961 -2.86375 0.21885 0.033 -0.119 -0.020
H 1.80389 -7.69312 -1.08921 -0.007 -0.105 -0.037
H -3.34748 6.27047 2.22213 0.003 -0.074 -0.030
H -2.05740 4.00894 -5.49590 -0.025 -0.068 -0.026
H -5.49537 2.01193 2.03048 -0.078 0.018 -0.016
H -1.47967 1.71712 -0.01779 0.088 -0.353 -0.139
H -3.28141 6.40229 3.98272 0.012 -0.068 0.042
H 0.69496 -1.25673 -2.72582 0.037 0.047 0.055
H 5.02737 -4.22402 -4.34845 -0.087 -0.062 -0.115
H -2.84458 3.40148 0.85174 0.094 0.024 0.203
H -0.54349 4.01318 -6.38130 0.011 -0.084 -0.032
H 2.05744 -0.43050 4.02473 -0.195 -0.404 0.426
H -1.56385 2.08838 6.04923 0.051 -0.075 0.073
H 1.55579 -2.00144 1.31319 0.064 0.113 0.022
H -0.05219 4.78388 1.91082 0.086 0.559 0.304
H 1.56499 -0.20995 -7.52278 0.076 0.066 0.075
H 0.86428 -0.91507 5.23503 -0.096 -0.207 0.031
H 4.08630 -3.00532 -3.49160 -0.100 0.015 -0.037
H 1.70219 -6.68177 -2.51527 0.017 -0.033 -0.110
H -5.37307 0.37466 2.65671 -0.073 -0.056 -0.009
H 0.95101 6.04058 -0.73515 -0.039 0.130 0.024
H 6.03944 -5.54232 0.58440 -0.012 0.069 -0.023
H 3.01423 -2.08323 8.53167 -0.058 0.022 -0.050
H 3.23557 -2.12354 0.81997 0.013 0.346 0.277
H 0.28331 4.85514 -1.80676 0.045 -0.181 -0.091
H 4.28397 -4.60993 -2.79871 -0.131 -0.080 -0.010
H -6.46069 4.60102 -6.33311 0.043 0.060 0.006
H 0.39881 -1.11979 -6.56927 0.023 0.012 0.133
H 2.40816 3.41499 1.35403 0.350 -0.123 0.351
H -6.09812 3.72412 -7.82012 0.065 0.037 -0.045
H -0.55457 4.42547 -4.67156 0.048 -0.065 0.026
```
Positions in Å, forces in eV/Å.

charge = +1
strongest force on any atom = 1.29 eV Å⁻¹
ΔE to the lowest compared entry with this formula, charge and spin = 0.0 kcal per mole
spin multiplicity = 1
LUMO = -3.0 eV



(2)
The following is a quantum chemistry calculation of a structure of composition C33H54N6O5P2STi, from the Open Molecules 2025 dataset.

XYZ file:
```
102
Properties=species:S:1:pos:R:3:forces:R:3
Ti 0.50941 0.22676 -1.08876 1.271 4.403 1.259
S -0.72779 -1.81474 -2.69446 -0.295 -1.308 -1.720
P 2.01401 0.27476 1.82304 0.495 0.003 1.421
P -1.21479 0.13626 0.90004 -1.363 0.324 0.993
O -0.87829 -0.45074 -1.96366 -1.447 -0.439 -0.560
O 0.17691 -2.27474 0.78324 0.799 -0.523 -0.738
O 0.53581 -1.73464 -3.40146 -0.598 -0.318 -0.399
O 1.38361 -1.21094 -0.69476 0.965 -0.173 -0.480
O -0.85069 -2.86234 -1.73266 -0.425 -0.058 -0.390
N -0.19879 1.95486 -2.45996 -0.612 0.009 -0.135
N -1.51099 -1.18764 3.20064 -0.254 0.119 -0.117
N 1.17661 -1.34094 3.83394 0.242 -0.003 -0.096
N 1.81571 2.08346 -0.74506 -0.251 0.291 0.735
N 2.01881 0.35306 -2.61896 0.077 -0.699 -0.489
N 2.55731 -3.25094 -1.69296 0.183 -0.245 -0.197
C -2.04869 -2.65664 5.02234 -0.020 -0.194 0.144
C -2.88859 -1.12424 -6.00286 -0.034 -0.017 0.104
C -1.60059 -3.50624 5.99934 -0.314 0.235 -0.242
C 2.26621 2.96496 2.62834 0.036 -0.228 0.121
C -1.82149 -1.35974 -5.15426 0.311 -0.026 -0.046
C 1.01431 -2.31544 -0.09366 -0.623 -2.482 2.178
C 0.13401 3.33046 -2.07606 0.258 0.305 0.305
C 0.27721 -2.04364 4.54664 -0.741 -0.036 -0.050
C -0.61369 -0.54754 2.50484 0.088 -0.045 0.164
C 1.78721 1.25696 -3.75016 -0.564 0.435 -0.319
C -4.19949 -1.21764 -5.54066 0.144 -0.028 0.144
C 3.30411 0.49386 -1.94556 0.606 0.161 0.427
C 1.51731 3.36796 -1.41366 -0.378 0.357 -0.492
C 3.21911 1.66046 -0.92956 0.529 -0.174 -0.109
C -1.47649 2.56916 2.24264 0.022 -0.188 -0.123
C -2.32769 1.58026 1.45534 0.332 0.039 -0.341
C -0.22509 -3.64704 6.25744 0.350 0.088 -0.008
C 1.77521 -3.55684 -0.50876 -0.105 0.117 -0.241
C 0.75711 -0.58594 2.85634 -0.050 0.076 -0.221
C 2.74211 1.57486 3.05974 -0.218 0.010 -0.338
C 0.28981 1.57266 -3.79646 0.305 -0.136 -0.523
C 4.26861 1.54756 3.01194 -0.129 -0.081 -0.075
C 2.27361 1.31966 4.48724 0.040 -0.109 -0.039
C -3.35759 -1.84564 -3.36386 -0.160 -0.085 0.219
C -2.88799 2.26056 0.20594 0.117 -0.175 -0.016
C -4.41609 -1.58914 -4.21236 0.118 -0.046 0.042
C -2.46899 -1.12024 0.45974 0.234 -0.107 -0.234
C -3.48269 1.08486 2.31914 0.099 -0.131 0.058
C 0.70131 -2.92254 5.55994 -0.060 -0.147 0.189
C -5.36349 -0.95434 -6.43496 -0.053 -0.032 -0.053
C 3.31741 -1.02264 1.90794 -0.203 0.227 -0.364
C -2.06569 -1.71604 -3.84076 0.373 0.037 0.365
C -1.11679 -1.92854 4.25564 0.707 -0.076 0.195
H -0.61589 2.88776 1.65324 0.080 0.092 -0.022
H -5.42929 -1.67944 -3.85056 -0.087 -0.036 0.068
H 2.44431 -3.83654 0.31194 -0.126 0.079 0.003
H -5.05629 -0.44644 -7.34366 -0.046 0.034 -0.089
H -3.10019 -2.54864 4.80374 -0.083 0.009 -0.032
H -3.13389 0.47936 3.15084 -0.068 -0.005 0.027
H 0.09011 -4.33674 7.02544 0.081 -0.027 0.064
H -4.01609 1.94116 2.72654 -0.026 0.180 -0.014
H 0.12281 4.00396 -2.94446 -0.091 -0.106 0.194
H -2.70089 -0.86014 -7.03196 0.017 0.030 -0.117
H -0.61669 3.68716 -1.36406 0.076 -0.115 -0.185
H 2.81251 1.97846 5.16524 0.058 0.158 0.037
H 3.53541 -1.27464 2.94414 -0.044 0.014 -0.052
H 2.51051 3.68126 3.41024 0.053 0.151 0.015
H 3.50211 -0.44324 -1.41436 0.006 0.149 -0.232
H -0.24129 0.66156 -4.09396 0.050 0.297 -0.012
H -6.11579 -0.35664 -5.92406 -0.036 0.052 -0.021
H -2.92859 -1.48694 1.37884 0.017 0.156 -0.115
H 1.54441 4.20066 -0.70306 0.128 -0.174 -0.014
H 1.75751 -3.00284 5.75844 0.144 -0.040 0.036
H 3.62221 1.31476 0.02544 -0.057 0.133 -0.124
H -3.50899 -2.15234 -2.34116 -0.188 -0.030 0.156
H 2.76571 3.29176 1.71724 0.053 0.113 -0.182
H 2.95011 -1.90784 1.39684 0.107 -0.115 0.045
H 3.83251 2.50976 -1.25076 -0.167 -0.114 0.116
H 1.91351 -0.60984 -2.96166 0.215 0.235 0.038
H 2.37611 2.16586 -3.62676 0.019 -0.095 0.009
H -4.19319 0.50486 1.73964 -0.119 -0.110 -0.043
H 1.93071 -3.10344 -2.47896 0.170 -0.171 -0.012
H 1.04181 -4.36854 -0.62166 0.072 0.215 0.105
H 4.21441 -0.66984 1.40264 0.086 -0.083 0.006
H -2.05319 3.45466 2.49604 -0.127 0.125 -0.005
H -2.10319 2.78236 -0.34266 0.022 0.048 -0.048
H 2.45891 0.29426 4.79584 0.041 0.029 0.076
H 2.08241 0.80496 -4.70556 0.062 0.014 0.265
H 4.65301 1.63366 1.99634 0.100 0.029 -0.096
H -3.21389 -0.68274 -0.20426 -0.040 0.037 0.037
H -3.36159 1.53986 -0.46076 -0.106 0.015 -0.084
H 0.08471 2.35316 -4.54326 -0.005 -0.159 0.169
H 3.16941 -4.02654 -1.92576 -0.063 0.106 0.022
H 1.20871 1.52256 4.59404 -0.097 -0.027 0.066
H -0.79909 -1.28764 -5.48976 0.090 0.029 -0.202
H 1.18821 2.99126 2.49494 -0.104 0.073 -0.021
H 1.66571 2.22686 0.25894 0.160 -0.125 -0.263
H -2.30179 -4.08584 6.58274 -0.069 0.013 -0.016
H -1.13169 2.12656 3.17354 0.154 -0.023 0.136
H 4.67361 0.64696 3.46084 0.082 -0.098 0.035
H -1.97919 -1.95084 -0.04676 -0.152 0.083 0.129
H 4.64981 2.39496 3.57604 0.052 0.135 0.084
H 4.11981 0.66636 -2.65616 -0.158 -0.093 0.029
H 2.27801 3.57476 -2.16646 -0.007 -0.060 0.149
H -1.21599 1.87526 -2.49706 0.149 0.020 0.064
H -5.83269 -1.89914 -6.70736 -0.056 -0.038 -0.085
H -3.64049 2.99416 0.49254 -0.028 0.061 -0.005
```
Positions in Å, forces in eV/Å.

charge = +2
strongest force on any atom = 4.75 eV Å⁻¹
ΔE to the lowest compared entry with this formula, charge and spin = 26.8 kcal per mole
spin multiplicity = 1
LUMO = -6.6 eV